[1]
DFT (the ωB97M-V functional and the def2-TZVPD basis) results for 12 unconnected molecules or ions with the total composition C33H97N17O12 at a distorted geometry.

```
! wB97M-V def2-TZVPD RIJCOSX def2/J DEFGRID3
* xyz 0 1
C -9.6236 -5.6858 -23.4290
O -10.8417 -5.5361 -23.2522
N -8.7909 -6.0475 -22.5034
N -9.0430 -5.4481 -24.5070
H -9.0855 -6.2973 -21.5702
H -7.8043 -6.1442 -22.6967
H -9.5939 -5.3360 -25.3460
H -8.0450 -5.5757 -24.4184
C -10.6319 -1.8701 -24.0855
O -10.8762 -0.8296 -24.6182
N -9.7993 -2.0887 -23.0898
N -11.2443 -2.9752 -24.4034
H -9.5976 -3.0539 -22.8713
H -9.5609 -1.3970 -22.3935
H -11.0293 -3.9072 -24.0791
H -12.0715 -2.9006 -24.9781
C -12.1299 -6.1567 -26.5783
O -10.9818 -6.4529 -26.9317
N -13.0518 -5.7754 -27.4496
N -12.5862 -5.9864 -25.3373
H -13.9794 -5.7188 -27.0540
H -12.7972 -5.5216 -28.3935
H -11.9818 -6.0498 -24.5306
H -13.5437 -5.7208 -25.1564
C -5.6659 -5.2767 -24.6236
O -6.1988 -6.1929 -24.1199
N -5.4487 -5.0259 -25.8176
N -5.2840 -4.2595 -23.9585
H -5.4965 -5.7063 -26.5625
H -5.1390 -4.0757 -25.9634
H -4.9195 -3.4387 -24.4207
H -5.2577 -4.3368 -22.9518
C -5.0288 -5.5837 -20.9972
O -5.5419 -4.4932 -21.1798
N -4.9789 -6.5304 -21.8352
N -4.2814 -5.8891 -20.0449
H -4.8231 -7.4848 -21.5439
H -5.2545 -6.4677 -22.8048
H -4.2899 -5.2309 -19.2789
H -3.7605 -6.7539 -20.0755
C -8.0382 -4.1896 -18.8108
C -8.5960 -3.1806 -19.8550
C -9.6087 -2.1630 -19.2651
O -10.7115 -2.9542 -18.8614
C -11.4616 -2.3765 -17.8680
N -7.4118 -2.5625 -20.4469
H -7.1942 -4.8241 -19.0812
H -8.8454 -4.9033 -18.6458
H -7.8297 -3.7049 -17.8570
H -8.9867 -3.8389 -20.6309
H -9.8822 -1.4656 -20.0568
H -9.1281 -1.6641 -18.4235
H -10.8311 -2.2637 -16.9861
H -12.2705 -3.0862 -17.6946
H -12.0051 -1.4458 -18.0308
H -6.8668 -3.3514 -20.7642
H -6.8518 -2.2720 -19.6582
C -4.7966 -5.9282 -31.4709
C -6.3250 -5.8739 -31.1511
C -6.5777 -4.6975 -30.2622
O -7.8183 -4.9327 -29.6250
C -8.0845 -4.0747 -28.5318
N -7.0817 -5.5662 -32.3978
H -4.4723 -5.0281 -31.9930
H -4.5259 -6.6981 -32.1935
H -4.1972 -6.0808 -30.5734
H -6.6453 -6.8670 -30.8360
H -6.5084 -3.7311 -30.7617
H -5.8126 -4.6636 -29.4866
H -8.9891 -4.3985 -28.0170
H -8.2056 -3.0392 -28.8499
H -7.2668 -3.9506 -27.8219
H -8.0079 -5.4424 -32.0146
H -7.0769 -6.3695 -33.0101
C -16.3980 -0.8956 -22.7017
C -15.2629 -0.6981 -21.6815
C -13.9640 -1.5518 -21.8990
O -14.3599 -2.9193 -21.8552
C -13.3564 -3.8974 -21.9066
N -14.9576 0.7085 -21.8592
H -17.2628 -0.2614 -22.5065
H -16.7021 -1.9339 -22.8341
H -16.0892 -0.6581 -23.7197
H -15.6789 -0.8294 -20.6825
H -13.2017 -1.2971 -21.1627
H -13.5132 -1.3527 -22.8713
H -12.5476 -3.7028 -21.2023
H -12.9681 -4.0889 -22.9069
H -13.7605 -4.8684 -21.6201
H -14.6891 1.0558 -20.9496
H -15.8294 1.2146 -21.9217
C -8.1505 -8.0687 -27.6828
C -8.8946 -8.2880 -28.9671
C -9.8674 -9.5045 -29.0010
O -9.2296 -10.6596 -28.3707
C -8.0394 -11.1505 -29.0019
N -9.7088 -7.1153 -29.1645
H -7.4680 -8.8399 -27.3259
H -8.8665 -7.7675 -26.9181
H -7.5623 -7.1638 -27.8360
H -8.3056 -8.3096 -29.8839
H -10.2029 -9.7613 -30.0058
H -10.7569 -9.2230 -28.4375
H -7.4759 -11.7876 -28.3202
H -7.3822 -10.4011 -29.4431
H -8.3083 -11.6869 -29.9119
H -10.3690 -7.0431 -28.4035
H -9.1261 -6.2947 -29.0800
C -15.4851 -8.3879 -24.2083
C -14.4953 -8.9750 -23.2477
C -13.0085 -8.5178 -23.2451
O -12.2497 -9.5154 -22.4880
C -10.8892 -9.1805 -22.5265
N -15.1869 -8.6316 -22.0010
H -16.4091 -8.9659 -24.1933
H -15.0745 -8.3240 -25.2160
H -15.8005 -7.3954 -23.8866
H -14.4839 -10.0470 -23.4447
H -13.0729 -7.5004 -22.8593
H -12.5815 -8.5822 -24.2459
H -10.4419 -8.9909 -23.5022
H -10.3230 -10.0213 -22.1259
H -10.7659 -8.3197 -21.8692
H -15.0964 -7.6272 -21.9446
H -14.5740 -9.0150 -21.2957
C -12.9674 -7.0263 -19.7445
C -11.9937 -7.0500 -18.5397
C -10.6874 -7.8814 -18.8022
O -9.7155 -7.2411 -19.6771
C -8.4964 -7.8732 -19.8848
N -11.8782 -5.6824 -18.0040
H -13.0174 -8.0450 -20.1289
H -12.5112 -6.5423 -20.6080
H -13.9755 -6.6517 -19.5667
H -12.5305 -7.5633 -17.7419
H -11.0206 -8.7961 -19.2924
H -10.1104 -8.2065 -17.9365
H -8.6058 -8.4879 -20.7782
H -8.2036 -8.5659 -19.0958
H -7.6812 -7.1658 -20.0364
H -12.6881 -5.0936 -18.1366
H -11.1520 -5.1728 -18.4867
C -7.4811 -9.1310 -24.0001
C -6.0499 -9.7349 -24.3267
C -5.4607 -10.3850 -23.0612
O -5.4768 -9.5063 -21.8804
C -5.2270 -10.0827 -20.5735
N -6.1553 -10.8602 -25.3328
H -7.9320 -8.5619 -24.8131
H -7.4044 -8.4354 -23.1645
H -8.1927 -9.9105 -23.7277
H -5.4419 -8.9287 -24.7372
H -4.4173 -10.6305 -23.2591
H -5.9235 -11.3257 -22.7629
H -5.7443 -10.9592 -20.1834
H -5.3198 -9.3716 -19.7527
H -4.1643 -10.3173 -20.6340
H -5.4031 -10.7827 -26.0023
H -5.8890 -11.7107 -24.8576
*
```

strongest force on any atom: 9.29 eV Å⁻¹
energy relative to the best compared isomer or geometry (same formula, charge and spin): 664.4 kJ/mol
calculated total energy: -3149.11253 Eh
structure (SMILES): COC[C@H](C)N.COC[C@H](C)N.COC[C@H](C)N.COC[C@H](C)N.COC[C@H](C)N.COC[C@H](C)N.COC[C@H](C)N.NC(N)=O.NC(N)=O.NC(N)=O.NC(N)=O.NC(N)=O

***

[2]
DFT (the ωB97M-V functional and the def2-TZVPD basis) results for 16 unconnected molecules or ions with the total composition C33H98O38S11 at a distorted geometry.

```
! wB97M-V def2-TZVPD RIJCOSX def2/J DEFGRID3
* xyz 0 1
O -4.5784 -4.5951 1.5394
H -4.7223 -4.7469 2.4895
H -3.6362 -4.7400 1.3882
O -2.0272 4.1411 0.8095
H -2.9694 4.1359 1.0343
H -1.5698 4.1600 1.6551
O -0.6746 4.2655 -1.7617
H -1.4031 4.6443 -2.2503
H -1.0198 4.2716 -0.8276
O 1.9323 4.1648 -3.3832
H 2.0177 3.3069 -3.8415
H 1.0962 4.1155 -2.9274
O 0.9209 -0.3656 -3.7355
H 0.7949 -1.1393 -4.3217
H 0.6638 -0.6870 -2.8534
O -4.9909 3.8286 1.8477
S -5.4893 2.5869 2.3417
O -5.4037 2.3635 3.7243
O -6.9361 2.4776 1.8799
C -7.2069 2.8219 0.4945
C -8.3678 1.9851 0.0885
C -4.5319 1.3966 1.5703
H -6.3569 2.5972 -0.1339
H -7.3832 3.8968 0.4859
H -8.1153 0.9326 0.2757
H -8.7076 2.1757 -0.9272
H -9.2143 2.2577 0.7426
H -4.4759 1.5647 0.5025
H -4.7653 0.3500 1.8095
H -3.5181 1.6619 1.8477
O -4.4346 -0.3401 -8.1327
S -4.7899 0.8599 -7.4950
O -6.1239 1.2062 -7.3654
O -4.2679 0.7241 -6.0175
C -3.0311 0.0062 -5.6871
C -2.9444 0.1206 -4.1589
C -3.9414 2.1585 -8.2284
H -2.1678 0.5108 -6.1646
H -3.0522 -0.9973 -6.0570
H -3.7208 -0.4829 -3.6817
H -2.9696 1.1184 -3.7613
H -2.0237 -0.3840 -3.8417
H -2.8676 2.0213 -8.0218
H -4.2260 3.0561 -7.7078
H -4.1718 2.1603 -9.2915
O -0.4202 1.7255 3.6760
S 0.7984 2.1749 4.1992
O 0.8834 2.5007 5.5541
O 1.8281 1.0523 3.8450
C 3.2095 1.0618 4.3008
C 3.8414 -0.2047 3.7498
C 1.2628 3.5585 3.3526
H 3.1732 1.1002 5.3898
H 3.7340 2.0156 4.0026
H 3.9866 -0.0962 2.6940
H 3.2884 -1.1030 3.9668
H 4.8300 -0.3452 4.1633
H 2.1853 3.8326 3.8581
H 0.5970 4.3821 3.6056
H 1.4556 3.3872 2.3020
O 1.3911 -3.6743 1.7439
S 1.9809 -4.5108 0.7271
O 2.0190 -4.0282 -0.6208
O 3.4776 -4.7352 1.1563
C 3.7460 -5.2301 2.5180
C 4.8478 -4.4166 3.1166
C 1.2674 -6.0466 0.8927
H 3.9342 -6.3253 2.4184
H 2.8118 -5.1227 3.0942
H 5.0280 -4.8650 4.0900
H 4.6306 -3.3494 3.2831
H 5.7474 -4.5313 2.5219
H 1.8032 -6.8705 0.4450
H 0.2673 -5.9371 0.4944
H 1.1915 -6.2307 1.9570
O 5.2199 0.0282 -2.2049
S 4.9055 -1.0569 -1.3806
O 4.8232 -2.3399 -1.9230
O 6.0729 -1.1239 -0.3984
C 6.1349 -2.2156 0.5180
C 7.2444 -1.6847 1.4049
C 3.4259 -0.7305 -0.5388
H 6.4195 -3.1538 0.0270
H 5.1766 -2.3458 1.0270
H 8.1308 -1.4251 0.8412
H 7.4307 -2.4282 2.1911
H 6.9017 -0.7809 1.9404
H 3.3845 0.3072 -0.2016
H 3.3679 -1.4357 0.3049
H 2.6547 -1.0109 -1.2638
O 4.0581 3.4923 1.3291
S 5.3728 2.9972 1.1410
O 5.6706 1.7114 1.6035
O 5.8586 3.0532 -0.3147
C 5.1932 4.0503 -1.2240
C 6.1802 5.1873 -1.4376
C 6.3858 4.0923 2.0519
H 4.2096 4.3109 -0.8302
H 4.9301 3.4914 -2.1159
H 5.6719 6.0109 -1.9449
H 6.9877 4.8603 -2.0885
H 6.6297 5.6134 -0.5340
H 6.1062 5.1463 1.7801
H 7.3711 3.9680 1.6387
H 6.2745 4.0739 3.1202
O -1.1033 -5.2139 2.6193
S -0.5757 -5.3255 3.9376
O 0.5847 -6.1446 4.1004
O -0.2460 -3.9749 4.5312
C -1.0370 -2.7968 4.1371
C -0.1441 -1.6189 4.3969
C -1.8109 -5.9858 4.9383
H -1.9472 -2.7687 4.7337
H -1.3405 -2.9522 3.0945
H 0.1268 -1.4589 5.4577
H -0.6786 -0.7285 4.0970
H 0.7788 -1.6910 3.8554
H -1.5022 -5.9586 5.9753
H -1.8937 -7.0115 4.5782
H -2.7058 -5.3802 4.8286
O 1.8537 6.7735 4.0375
S 3.1926 6.9957 3.5488
O 4.1024 5.9054 3.7424
O 3.2638 7.4659 2.0822
C 2.7667 6.5143 1.0393
C 2.6275 7.3788 -0.1935
C 3.6934 8.4677 4.3762
H 1.8508 6.0161 1.4065
H 3.5013 5.6876 0.9133
H 3.5846 7.7853 -0.5259
H 1.9105 8.1910 -0.1100
H 2.2738 6.6940 -0.9654
H 3.8758 8.0411 5.3679
H 2.8715 9.1615 4.4366
H 4.6183 8.8816 3.9799
O 0.1478 -3.1916 -5.3017
S -0.9882 -4.0410 -5.1323
O -2.2187 -3.7622 -5.7801
O -0.5298 -5.4400 -5.6300
C 0.8684 -5.8498 -5.5311
C 1.0399 -7.1465 -6.1904
C -1.2391 -4.2657 -3.4165
H 1.1957 -5.9663 -4.4963
H 1.4846 -5.0803 -6.0068
H 2.0738 -7.2114 -6.5143
H 0.3741 -7.0893 -7.0670
H 0.7703 -8.0117 -5.5640
H -1.8563 -3.4180 -3.0861
H -0.3065 -4.2493 -2.8519
H -1.7468 -5.2396 -3.4163
O -7.4993 -1.6195 0.9001
S -8.3680 -1.8472 -0.2017
O -9.6783 -1.3717 -0.2410
O -7.7425 -1.3033 -1.5697
C -6.4823 -1.7969 -2.0409
C -5.3129 -1.3709 -1.2108
C -8.5377 -3.5820 -0.5178
H -6.3537 -1.4375 -3.0650
H -6.6368 -2.8698 -2.0451
H -5.3206 -1.7975 -0.2093
H -5.2633 -0.2787 -1.1051
H -4.3754 -1.7428 -1.6463
H -8.9560 -3.7703 -1.5131
H -9.1839 -4.0740 0.2309
H -7.5192 -3.9946 -0.4898
O -2.4922 0.2342 -0.6895
S -1.3632 -0.6162 -0.6259
O -1.3334 -1.7125 -1.5100
O -0.0620 0.2350 -0.8224
C -0.1497 1.6301 -0.2008
C 1.2570 2.2011 -0.3014
C -1.3145 -1.3958 0.9106
H -0.5623 1.4981 0.8218
H -0.8599 2.1915 -0.7904
H 1.6694 1.9901 -1.2819
H 1.9074 1.6866 0.4283
H 1.3166 3.2750 -0.2102
H -0.3893 -1.9922 0.9778
H -2.1894 -2.0566 0.8739
H -1.3859 -0.6960 1.7455
*
```

strongest force on any atom: 3.48 eV Å⁻¹
energy relative to the best compared isomer or geometry (same formula, charge and spin): 0.0 kJ/mol
calculated total energy: -8555.16646 Eh

***

| no. | Kohn-Sham gap (Eh) | E_HOMO (eV) |
| --- | --- | --- |
| 1 | 0.30356 | -8.200 |
| 2 | 0.38676 | -10.618 |